(1)
{
  "formula": "C50H48CoN10S5",
  "method": "wB97M-V/def2-TZVPD",
  "total_charge": 3,
  "homo_ev": -14.971,
  "max_force_ev_per_a": 0.94,
  "relative_energy_kj_mol": 0.0,
  "orbital_gap_ev": 7.38,
  "species": ["Co", "C", "C", "N", "N", "C", "N", "S", "C", "C", "C", "C", "C", "N", "H", "H", "H", "H", "H", "H", "H", "H", "H", "H", "N", "S", "N", "S", "N", "S", "N", "C", "C", "C", "C", "C", "C", "C", "C", "C", "C", "C", "C", "C", "C", "C", "C", "C", "C", "C", "C", "C", "C", "C", "C", "C", "C", "C", "C", "C", "C", "C", "C", "C", "C", "C", "C", "H", "H", "H", "H", "H", "H", "H", "H", "H", "H", "H", "H", "H", "H", "H", "H", "H", "H", "H", "H", "H", "H", "H", "H", "H", "H", "H", "H", "H", "H", "C", "C", "C", "C", "N", "C", "S", "N", "C", "H", "H", "H", "H", "H", "H", "H", "H"],
  "xyz": [[-0.5283, -1.7613, 0.7185], [-1.1704, -5.9002, 1.1819], [-0.8667, -4.5219, 0.7101], [-1.3605, -3.4391, 1.1890], [-2.2484, -3.4383, 2.2279], [-2.4324, -2.2838, 2.9067], [-3.2607, -2.3091, 3.9437], [-1.6370, -0.8673, 2.4342], [0.0192, -4.2621, -0.4442], [0.4864, -5.2556, -1.2791], [1.1528, -4.8871, -2.4441], [1.2722, -3.5469, -2.7488], [0.7765, -2.6068, -1.8518], [0.2208, -2.9526, -0.7028], [-1.4713, -5.9222, 2.2279], [-0.2811, -6.5219, 1.0968], [-1.9590, -6.3526, 0.5759], [-2.6189, -4.3183, 2.5578], [-3.7576, -3.1369, 4.2322], [-3.4333, -1.4589, 4.4553], [0.3142, -6.2975, -1.0500], [1.5333, -5.6445, -3.1160], [1.7381, -3.2152, -3.6656], [0.8126, -1.5511, -2.0716], [-1.8242, -1.2953, -0.5646], [-2.5345, -0.0197, -0.8277], [-1.9143, 1.4305, -0.4616], [-0.7290, 2.1436, -1.1724], [0.5791, 1.3635, -1.4968], [1.3634, 0.5916, -0.2769], [0.5707, -0.2235, 0.6463], [2.6437, -0.1622, -1.2619], [3.3181, -1.2013, -0.6391], [4.3128, -1.8674, -1.3429], [4.6199, -1.4918, -2.6438], [3.9369, -0.4447, -3.2509], [2.9395, 0.2303, -2.5629], [2.2474, 1.8330, 0.6400], [3.2863, 2.5328, 0.0401], [3.9494, 3.5022, 0.7755], [3.5676, 3.7629, 2.0865], [2.5259, 3.0535, 2.6698], [1.8584, 2.0745, 1.9474], [-0.4544, 3.5347, -0.1227], [0.5056, 4.4496, -0.5428], [0.7618, 5.5485, 0.2564], [0.0623, 5.7213, 1.4462], [-0.8901, 4.7963, 1.8489], [-1.1577, 3.6846, 1.0633], [-1.1794, 2.8149, -2.7403], [-0.7050, 2.2429, -3.9119], [-1.1327, 2.7726, -5.1197], [-2.0091, 3.8494, -5.1399], [-2.4783, 4.4034, -3.9550], [-2.0700, 3.8829, -2.7394], [-2.9869, 0.0145, -2.5449], [-3.8698, 0.9854, -3.0015], [-4.1891, 1.0111, -4.3485], [-3.6381, 0.0714, -5.2131], [-2.7665, -0.8969, -4.7372], [-2.4347, -0.9335, -3.3905], [-4.0852, 0.1474, 0.0324], [-4.6137, 1.3665, 0.4310], [-5.8506, 1.3855, 1.0603], [-6.5428, 0.2017, 1.2747], [-6.0032, -1.0117, 0.8654], [-4.7664, -1.0456, 0.2416], [3.0659, -1.5012, 0.3699], [4.8444, -2.6849, -0.8728], [5.3970, -2.0116, -3.1883], [4.1868, -0.1481, -4.2610], [2.4021, 1.0453, -3.0276], [3.5871, 2.3229, -0.9783], [4.7675, 4.0501, 0.3277], [4.0906, 4.5186, 2.6577], [2.2368, 3.2571, 3.6925], [1.0558, 1.4927, 2.3818], [1.0366, 4.3083, -1.4767], [1.5004, 6.2759, -0.0515], [0.2598, 6.5898, 2.0607], [-1.4314, 4.9408, 2.7739], [-1.8902, 2.9489, 1.3616], [-0.0190, 1.4094, -3.8772], [-0.7725, 2.3484, -6.0471], [-2.3259, 4.2655, -6.0871], [-3.1545, 5.2471, -3.9781], [-2.4214, 4.3153, -1.8104], [-4.3100, 1.7024, -2.3211], [-4.8800, 1.7549, -4.7221], [-3.9030, 0.0881, -6.2620], [-2.3572, -1.6366, -5.4124], [-1.7797, -1.6924, -2.9851], [-4.0687, 2.2842, 0.2584], [-6.2765, 2.3277, 1.3779], [-7.5115, 0.2255, 1.7555], [-6.5540, -1.9296, 1.0220], [-4.3314, -1.9798, -0.0909], [3.7071, -2.3372, 6.7038], [3.6511, -1.9889, 5.2569], [4.5564, -1.2023, 4.5956], [4.3556, -0.9621, 3.2294], [3.3301, -1.4879, 2.5591], [2.4521, -2.2466, 3.1952], [1.1128, -3.0017, 2.4390], [2.6159, -2.4741, 4.5318], [5.2817, -0.0894, 2.4513], [4.6527, -2.0230, 7.1360], [3.5971, -3.4130, 6.8475], [2.8990, -1.8376, 7.2418], [5.4033, -0.7855, 5.1193], [1.9236, -3.0638, 4.9767], [6.1945, 0.1292, 2.9996], [4.7732, 0.8524, 2.2262], [5.5263, -0.5617, 1.5004]]
}



(2)
{
  "formula": "C21H15BrN4O6SbSe4Tc",
  "method": "wB97M-V/def2-TZVPD",
  "total_charge": 2,
  "homo_ev": [-14.080, -13.966],
  "max_force_ev_per_a": 0.46,
  "relative_energy_kj_mol": 106.2,
  "orbital_gap_ev": [5.81, 5.25],
  "species": ["Tc", "N", "C", "C", "C", "C", "C", "C", "C", "C", "N", "C", "H", "H", "H", "H", "H", "H", "H", "H", "O", "C", "O", "C", "C", "N", "N", "C", "C", "O", "O", "H", "H", "H", "Se", "Sb", "Se", "Se", "Se", "Br", "C", "C", "C", "C", "C", "C", "C", "O", "O", "H", "H", "H", "H"],
  "xyz": [[-0.0551, 0.9475, -0.3131], [0.5458, 1.0626, 1.7166], [-0.5795, 1.3542, 2.5864], [-0.4578, 1.6406, 3.9156], [-1.6152, 1.8267, 4.6986], [-2.8588, 1.6908, 4.1502], [-3.0072, 1.3914, 2.7746], [-4.2536, 1.2123, 2.1376], [-4.2971, 0.9259, 0.7982], [-3.0998, 0.8414, 0.0782], [-1.9154, 1.0073, 0.6380], [-1.8481, 1.2520, 1.9850], [1.3398, 1.6876, 1.8678], [0.8962, 0.1226, 1.9266], [0.5198, 1.7126, 4.3760], [-1.5047, 2.0593, 5.7482], [-3.7454, 1.8107, 4.7585], [-5.1645, 1.2963, 2.7166], [-5.2332, 0.7733, 0.2820], [-3.1103, 0.6404, -0.9851], [-1.6282, -3.5909, -4.8317], [-1.9043, -3.1006, -3.6186], [-2.5073, -3.7122, -2.7944], [-1.4371, -1.7008, -3.3319], [-1.6190, -0.5473, -4.0688], [-1.2112, 0.4900, -3.3101], [-0.7445, 0.0614, -2.1341], [-0.8732, -1.2566, -2.1259], [-0.3681, -1.9136, -0.8814], [-0.1297, -3.0718, -0.7430], [-0.1558, -0.9764, 0.0431], [-1.0167, -3.0325, -5.3252], [-2.0275, -0.3857, -5.0533], [-1.0786, 1.4500, -3.5945], [1.0165, 2.5217, -5.3634], [1.3730, 4.2567, -3.8788], [3.7286, 1.3127, -3.3053], [-0.0761, 3.0050, -1.0785], [3.2472, 3.3416, -2.2835], [3.9352, 1.5360, 1.5387], [3.6114, -0.3347, 1.3919], [3.8078, -1.1645, 2.4822], [3.6029, -2.5292, 2.3332], [3.2212, -3.0613, 1.1096], [3.0309, -2.2276, 0.0193], [3.2211, -0.8576, 0.1647], [2.9422, 0.0609, -0.9691], [3.9301, 0.2458, -1.7858], [1.8568, 0.6270, -1.1380], [4.1341, -0.7540, 3.4279], [3.7557, -3.1820, 3.1817], [3.0731, -4.1263, 1.0021], [2.7336, -2.6388, -0.9356]]
}



(3)
{
  "formula": "C5H9NO",
  "method": "wB97M-V/def2-TZVPD",
  "homo_ev": -10.198,
  "max_force_ev_per_a": 2.50,
  "relative_energy_kj_mol": 370.6,
  "orbital_gap_ev": 10.26,
  "species": ["C", "O", "C", "C", "C", "C", "N", "H", "H", "H", "H", "H", "H", "H", "H", "H"],
  "xyz": [[1.8925, 0.8358, -0.0638], [0.8824, 0.2311, -0.8944], [-0.2083, -0.1996, -0.2781], [-1.4050, -0.5541, -1.1749], [-0.0867, -1.1193, 0.9269], [-0.5401, 1.5760, 0.6002], [-1.5556, 2.0453, 0.9099], [2.0415, 1.8591, -0.4229], [1.6457, 0.9275, 1.0024], [2.7719, 0.2174, -0.2056], [-1.7671, -1.5913, -1.0697], [-1.2560, -0.3565, -2.2403], [-2.1929, 0.0934, -0.8021], [-0.5581, -0.5600, 1.7241], [0.9540, -1.3331, 1.1774], [-0.6183, -2.0717, 0.8109]]
}